{"formula": "C5H6N2", "method": "the ωB97M-V functional and the def2-TZVPD basis", "total_energy_ev": -8259.9800, "smiles": "N#C[C@H]1C[C@H]2CN21", "species": ["N", "C", "C", "C", "C", "C", "N", "H", "H", "H", "H", "H", "H"], "positions_angstrom": [[-1.50534, 2.42186, 0.42415], [-1.33182, 1.34945, 0.02842], [-0.97218, 0.00150, -0.42389], [0.37647, -0.09179, -1.18145], [0.88818, -0.83997, 0.03810], [0.62333, -0.15345, 1.31105], [-0.47382, -0.89326, 0.68086], [-1.81586, -0.46262, -0.93861], [0.86528, 0.84191, -1.47070], [0.29098, -0.74769, -2.05082], [1.52398, -1.71964, -0.01097], [0.55665, 0.93171, 1.37743], [0.97416, -0.63800, 2.21643]], "forces_ev_per_a": [[0.03, -0.91, -0.40], [-0.16, 0.82, 0.30], [-0.17, 0.01, -0.06], [0.08, 0.06, -0.07], [0.31, -0.21, -0.07], [0.15, 0.17, 0.15], [-0.25, 0.01, 0.04], [0.13, 0.10, 0.09], [-0.03, -0.13, 0.10], [-0.01, 0.14, 0.12], [-0.14, 0.10, 0.01], [0.07, -0.19, -0.07], [-0.01, 0.03, -0.14]], "nbo_charge": [-0.31, 0.27, -0.17, -0.40, -0.09, -0.28, -0.35, 0.25, 0.22, 0.22, 0.21, 0.21, 0.22]}